No. 1
{
  "formula": "C10H9N3",
  "method": "the ωB97M-V functional and the def2-TZVPD basis",
  "max_force_ev_per_a": 3.8,
  "e_above_lowest_kj_mol": 522.9,
  "total_charge": 0,
  "homo_lumo_gap_ev": 8.7,
  "multiplicity": 1,
  "lumo_ev": -0.15,
  "molar_mass_g_mol": 171.20,
  "elements": ["C", "C", "C", "C", "C", "C", "C", "C", "C", "C", "N", "N", "N", "H", "H", "H", "H", "H", "H", "H", "H", "H"],
  "xyz": [[0.873753, 2.455481, -0.465412], [2.053365, 0.176886, 0.159558], [1.941502, -2.269150, -0.143016], [-1.280331, -0.192330, -0.956120], [-1.125907, -1.448728, -0.060690], [-0.380369, 0.395399, 1.198045], [-0.278700, 2.059911, -0.815072], [-1.184290, 1.035847, -0.003412], [0.010974, -1.045872, 0.816528], [1.479340, -1.024533, 0.245006], [2.056461, 2.489251, -0.003337], [2.559429, 1.236634, 0.294603], [2.355031, -3.320455, -0.328088], [-0.422272, -0.139738, -1.704765], [-2.258140, -0.288761, -1.576068], [-1.944595, -1.491798, 0.646278], [-1.123758, -2.315732, -0.689261], [0.333483, 1.226716, 1.375153], [-1.114085, 0.346975, 1.959695], [-0.510148, 2.165886, -1.852459], [-2.125709, 1.598461, 0.153782], [0.084972, -1.650342, 1.749055]],
  "atomic_forces_ev_per_a": [[3.6, -0.2, 1.2], [-0.4, -3.5, -0.7], [1.0, -0.1, -0.5], [-1.6, -0.5, -1.7], [-0.2, 1.7, -1.0], [-1.2, 2.1, -1.1], [-2.1, -1.5, 0.0], [1.2, 0.4, -1.8], [2.7, 0.7, 2.0], [-2.1, 1.4, 0.1], [-1.7, 2.0, -0.7], [0.9, 1.2, 1.0], [0.1, -0.9, -0.3], [-1.1, -0.2, 0.9], [1.6, 0.5, 1.0], [-0.6, -0.2, -0.1], [0.5, -0.8, 0.1], [0.1, -1.4, 0.9], [-0.3, 0.0, 1.3], [-0.3, 0.1, -0.6], [0.3, -0.9, 0.6], [-0.3, 0.3, -0.6]]
}

No. 2
{
  "formula": "C53H53N4O3SSi2TeY",
  "method": "the ωB97M-V functional and the def2-TZVPD basis",
  "max_force_ev_per_a": 1.8,
  "total_charge": 0,
  "homo_lumo_gap_ev": 5.6,
  "multiplicity": 1,
  "lumo_ev": -1.15,
  "molar_mass_g_mol": 1098.78,
  "elements": ["Y", "C", "C", "C", "C", "C", "C", "C", "C", "C", "C", "C", "N", "C", "C", "C", "C", "C", "C", "C", "C", "C", "C", "C", "C", "C", "N", "C", "C", "C", "C", "C", "C", "C", "C", "C", "C", "C", "C", "N", "C", "C", "N", "C", "C", "C", "C", "C", "C", "H", "H", "H", "H", "H", "H", "H", "H", "H", "H", "H", "H", "H", "H", "H", "H", "H", "H", "H", "H", "H", "H", "H", "H", "H", "H", "H", "H", "C", "S", "O", "O", "O", "H", "H", "H", "C", "Si", "C", "C", "C", "Te", "C", "Si", "C", "C", "C", "H", "H", "H", "H", "H", "H", "H", "H", "H", "H", "H", "H", "H", "H", "H", "H", "H", "H", "H", "H", "H", "H"],
  "xyz": [[0.856998, 0.944679, -0.986159], [-2.275046, -0.672863, -7.784984], [-1.155286, 0.102461, -7.507801], [-0.757194, 0.304248, -6.192581], [-1.474407, -0.266535, -5.141587], [-2.589829, -1.045828, -5.427210], [-2.989679, -1.248290, -6.742930], [-1.030478, -0.038257, -3.728047], [-0.272252, -1.070802, -3.133609], [-0.001297, -2.361427, -3.728049], [0.833317, -3.021464, -2.888709], [1.112094, -2.134850, -1.780362], [0.388923, -0.989470, -1.946834], [2.075321, -2.369524, -0.778592], [2.489790, -1.461041, 0.220848], [3.477561, -1.693019, 1.244500], [3.425298, -0.640839, 2.108590], [2.412821, 0.263516, 1.628125], [1.946909, 1.432469, 2.277788], [2.449543, 1.663176, 3.666657], [1.571939, 1.486081, 4.735339], [2.012672, 1.650095, 6.041938], [3.333783, 1.998859, 6.292910], [4.210633, 2.187857, 5.232187], [3.771172, 2.019212, 3.925217], [1.017041, 2.372185, 1.792935], [0.290172, 2.277851, 0.638721], [-0.436967, 3.414250, 0.487692], [-1.267394, 3.707301, -0.611560], [-1.893680, 5.064921, -0.624926], [-3.169110, 5.268013, -0.109579], [-3.747233, 6.531338, -0.142370], [-3.053255, 7.600706, -0.692936], [-1.778125, 7.403899, -1.209333], [-1.200859, 6.141231, -1.175447], [-1.481510, 2.894740, -1.738620], [-2.164791, 3.301821, -2.946330], [-2.071074, 2.274594, -3.824115], [-1.340578, 1.213534, -3.163834], [-1.028113, 1.618427, -1.898714], [-0.181451, 4.275724, 1.619618], [0.704403, 3.633880, 2.422943], [1.897692, -0.257173, 0.469921], [2.725463, -3.716307, -0.765958], [1.983303, -4.838260, -0.407316], [2.576306, -6.093999, -0.366091], [3.919484, -6.241617, -0.686023], [4.664723, -5.128446, -1.052055], [4.070125, -3.873345, -1.091748], [-2.588719, -0.827697, -8.809961], [-0.589108, 0.546096, -8.318384], [0.118378, 0.902427, -5.965805], [-3.146578, -1.493574, -4.610595], [-3.861627, -1.855103, -6.954049], [-0.394006, -2.706314, -4.672892], [1.249940, -4.009000, -3.017127], [4.117179, -2.559871, 1.309406], [4.017042, -0.505805, 3.000938], [0.544704, 1.206571, 4.527923], [1.323357, 1.500326, 6.864585], [3.678074, 2.126545, 7.311348], [5.239592, 2.469869, 5.422023], [4.449796, 2.173295, 3.092383], [-3.708048, 4.430146, 0.319885], [-4.741876, 6.678832, 0.260706], [-3.505756, 8.584035, -0.722758], [-1.232267, 8.234553, -1.640642], [-0.207889, 5.974231, -1.579919], [-2.624218, 4.266120, -3.102040], [-2.446357, 2.235330, -4.834783], [-0.617074, 5.251853, 1.768329], [1.135245, 3.990839, 3.345817], [0.935381, -4.721796, -0.151319], [1.989878, -6.958227, -0.078559], [4.380767, -7.220717, -0.653626], [5.711305, -5.235084, -1.307712], [4.646992, -3.003998, -1.386782], [4.067752, 3.159027, -2.988288], [2.676649, 2.417918, -2.224290], [2.509256, 1.052491, -2.762722], [2.928543, 2.310202, -0.781238], [1.478389, 3.205087, -2.480783], [4.863397, 2.416131, -3.011612], [4.353040, 4.016928, -2.382449], [3.781784, 3.464445, -3.992527], [-0.201098, -4.781530, 4.149283], [0.025986, -2.935328, 3.979584], [-1.158996, -2.049046, 5.122085], [1.748920, -2.493999, 4.528525], [-0.227762, -2.554614, 2.168138], [-0.867872, -0.576374, 1.671055], [-2.927382, -0.974782, 2.140372], [-3.856066, -1.563710, 0.629995], [-3.198308, -3.215811, 0.070944], [-5.656657, -1.758660, 1.090341], [-3.689503, -0.305776, -0.730320], [-0.070864, -5.109670, 5.186105], [0.536674, -5.310677, 3.535689], [-1.197497, -5.091193, 3.819061], [-0.736881, -2.029413, 6.132507], [-2.136676, -2.539058, 5.178573], [-1.314026, -1.013323, 4.800939], [1.907303, -2.903815, 5.532293], [1.888275, -1.407921, 4.579452], [2.516485, -2.905534, 3.864898], [-0.944231, -3.243253, 1.712560], [0.728984, -2.696325, 1.650758], [-3.360568, -0.045778, 2.522459], [-2.931365, -1.700783, 2.953050], [-3.135454, -3.918605, 0.909007], [-2.200825, -3.117446, -0.373104], [-3.861106, -3.653378, -0.682359], [-5.776143, -2.511184, 1.876482], [-6.259094, -2.071544, 0.231146], [-6.067810, -0.815593, 1.464011], [-2.639438, -0.147749, -0.993003], [-4.101895, 0.659103, -0.411722], [-4.225862, -0.617098, -1.632781]],
  "atomic_forces_ev_per_a": [[0.8, 0.6, -1.5], [0.0, 0.0, 0.0], [0.0, 0.0, 0.0], [0.0, 0.0, 0.0], [0.0, 0.0, 0.1], [-0.1, 0.0, 0.0], [0.0, 0.0, 0.0], [0.1, 0.1, 0.0], [-0.1, 0.0, 0.0], [0.0, 0.0, -0.1], [0.0, 0.0, 0.0], [0.1, -0.1, 0.2], [-0.3, -0.9, -0.3], [0.0, 0.1, -0.1], [-0.1, 0.0, 0.2], [0.0, 0.0, 0.0], [0.0, -0.1, 0.0], [-0.1, -0.1, 0.1], [0.1, 0.1, -0.2], [0.1, 0.0, -0.1], [0.0, 0.0, 0.0], [0.0, 0.0, 0.0], [0.0, 0.0, 0.0], [0.0, 0.0, 0.0], [0.0, 0.0, 0.0], [0.0, 0.0, 0.1], [-0.2, 0.6, 1.1], [-0.1, 0.0, 0.1], [0.1, 0.0, -0.1], [0.0, 0.0, -0.1], [0.0, 0.0, 0.0], [0.0, 0.0, 0.0], [0.0, 0.0, 0.0], [0.0, 0.0, 0.0], [0.0, 0.0, 0.0], [-0.1, 0.0, 0.2], [0.0, 0.0, 0.0], [0.0, 0.0, 0.0], [-0.1, -0.2, 0.0], [-1.0, 0.2, -0.3], [0.0, 0.1, 0.0], [0.0, 0.0, 0.0], [0.6, -0.9, 1.3], [0.0, 0.1, 0.0], [0.0, -0.1, 0.0], [0.0, 0.0, 0.0], [0.0, 0.0, 0.0], [-0.1, 0.1, 0.0], [0.0, 0.0, 0.0], [0.0, 0.0, 0.0], [0.0, 0.0, 0.0], [0.0, 0.0, 0.0], [0.0, 0.0, 0.0], [0.0, 0.0, 0.0], [0.0, 0.0, 0.1], [0.0, 0.1, 0.0], [0.0, 0.0, 0.0], [-0.1, 0.0, 0.0], [0.0, 0.0, 0.0], [0.0, 0.0, 0.0], [0.0, 0.0, 0.0], [0.0, 0.0, 0.0], [0.0, 0.0, 0.1], [0.0, 0.0, 0.0], [0.0, 0.0, 0.0], [0.0, 0.0, 0.0], [0.0, 0.0, 0.0], [0.0, 0.0, 0.0], [0.0, -0.1, 0.0], [0.0, 0.0, 0.0], [0.0, 0.0, 0.0], [0.0, 0.0, 0.0], [0.0, 0.0, 0.0], [0.0, 0.0, 0.0], [0.0, 0.0, 0.0], [0.0, 0.0, 0.0], [0.0, 0.0, 0.0], [0.1, 0.0, 0.0], [0.6, 0.5, -0.4], [0.1, 0.1, -0.1], [0.2, 0.1, -0.1], [0.1, 0.1, 0.0], [0.0, 0.1, 0.0], [0.0, 0.0, -0.1], [0.0, 0.0, 0.0], [0.0, -0.2, 0.1], [0.0, -0.1, 0.2], [-0.2, 0.1, 0.0], [0.2, 0.1, 0.0], [0.0, 0.0, -0.3], [-0.4, -0.2, 0.4], [0.0, 0.1, -0.1], [-0.1, 0.0, 0.0], [0.2, -0.2, -0.1], [-0.2, 0.0, 0.0], [0.0, 0.2, -0.1], [0.0, 0.0, -0.1], [-0.1, 0.0, 0.0], [0.1, 0.0, 0.0], [-0.1, 0.0, -0.1], [0.1, 0.1, 0.0], [0.0, -0.1, 0.1], [0.0, 0.1, -0.1], [0.0, -0.1, 0.0], [-0.1, 0.0, 0.1], [0.1, 0.1, 0.0], [-0.1, 0.0, 0.0], [0.1, 0.0, 0.0], [0.0, 0.0, 0.1], [0.0, 0.0, -0.1], [-0.1, 0.0, 0.0], [0.1, 0.0, 0.0], [0.0, 0.1, 0.0], [0.0, 0.0, 0.1], [0.0, -0.1, 0.0], [-0.1, 0.0, 0.0], [0.0, -0.1, -0.1], [0.0, 0.0, 0.1]]
}